Record 1
The following is a DFT calculation (wB97M-V/def2-TZVPD) of a structure of composition H22O11.

The calculation puts the energy above the lowest of the compared OMol25 structures with the same formula, charge and spin at 599.7 kcal per mole. For the total energy, the calculation gives -839.92439 hartree. Its total charge is 0. The calculation puts the HOMO energy at -8.2830 eV. The strongest force on any atom is 15.6 eV Å⁻¹.

```
33
Properties=species:S:1:pos:R:3:forces:R:3:lowdin_charge:R:1
O 1.405310 -1.155081 0.716351 -5.75 -5.21 7.84 0.10
H 1.205970 -1.920081 1.256041 -0.20 -0.77 0.54 0.21
H 1.472320 -0.432161 1.340151 3.73 0.90 -0.53 -0.20
O 1.537480 -2.460431 -0.822019 -0.29 -4.79 -4.55 -0.02
H 1.337060 -1.858751 -0.105049 -0.69 -3.26 -4.57 -0.23
H 2.436250 -2.245521 -1.071539 0.09 -0.40 -0.21 0.03
O 0.410830 1.471509 -1.925949 0.98 8.71 -5.26 -0.03
H 0.714270 2.188619 -1.369249 0.45 0.42 -0.27 0.04
H 0.490660 0.691349 -1.377129 2.31 1.31 -1.63 -0.25
O 3.137750 -0.711891 -0.199159 6.15 2.79 -2.89 -0.02
H 2.339410 -1.050841 0.205821 3.88 0.15 -0.99 -0.25
H 2.835980 -0.274891 -0.995519 0.46 0.30 -0.48 0.05
O 1.118190 0.253149 1.989321 6.33 8.82 10.70 0.15
H 0.260010 -0.151411 1.862511 2.18 0.91 0.39 -0.22
H 0.924700 1.118259 2.350391 1.53 -0.14 0.67 0.13
O 0.099930 -0.070661 -0.764029 5.28 -5.60 13.62 0.14
H -0.513700 0.476569 -0.273899 0.81 -1.10 -0.53 0.03
H 0.721170 -0.383021 -0.106219 -0.44 -0.48 -0.30 0.03
O -0.119680 1.583039 0.537341 1.40 6.01 2.16 -0.04
H 0.008640 1.705099 1.478021 -0.31 0.96 -0.77 0.09
H -1.069030 1.613139 0.418731 -0.07 1.75 0.67 -0.02
O -1.060930 -0.332581 -2.257259 -7.29 -1.20 -8.31 -0.04
H -0.502570 -0.330511 -1.479789 -3.17 -3.90 -4.40 -0.33
H -1.392720 0.563299 -2.316829 0.22 -0.39 -1.05 0.00
O -0.723310 -0.164281 1.569401 -11.95 -3.87 0.92 0.10
H -1.491450 0.370509 1.368901 -0.23 -0.31 0.47 0.12
H -0.897740 -0.517261 2.441871 -1.50 -1.03 0.61 0.18
O -2.167690 1.332399 -0.400059 -2.65 1.58 -0.49 -0.02
H -1.707630 1.885979 -1.031029 0.76 0.50 -1.06 0.11
H -3.047350 1.233399 -0.764249 -0.48 -0.16 -0.12 0.14
O -2.338820 -1.096561 -0.002079 -0.90 -1.13 1.20 -0.02
H -3.183940 -1.169861 -0.445499 -0.06 -0.28 -0.44 0.07
H -2.239370 -0.160531 0.171711 -0.56 -1.11 -0.94 -0.04
```
Positions in Å, forces in eV/Å.


Record 2
The following is a DFT calculation (wB97M-V/def2-TZVPD) of a cluster of 11 separate species, H22O11 in total.

The calculation puts the energy above the lowest of the compared OMol25 structures with the same formula, charge and spin at 59.4 kcal per mole. For the total energy, the calculation gives -840.78552 hartree. Its total charge is 0. The calculation puts the HOMO energy at -10.9756 eV. As for the SMILES: O.O.O.O.O.O.O.O.O.O.O. The strongest force on any atom is 0.3 eV Å⁻¹.

```
33
Properties=species:S:1:pos:R:3:forces:R:3:lowdin_charge:R:1
O -3.956197 3.164922 0.833305 0.05 0.27 0.07 -0.05
H -3.268377 2.549172 0.580335 0.24 -0.20 -0.04 0.02
H -4.763537 2.772832 0.500595 -0.23 -0.08 -0.06 0.03
O -0.980237 0.407282 4.524635 -0.25 -0.13 -0.10 -0.05
H -0.586387 -0.095938 5.237285 0.08 -0.11 0.21 0.03
H -0.276677 0.978782 4.217025 0.18 0.22 -0.12 0.03
O 3.220533 1.930452 3.541985 -0.27 0.10 -0.07 -0.05
H 3.925223 2.389652 3.998895 0.16 0.15 0.15 0.03
H 3.603883 1.089372 3.293265 0.08 -0.24 -0.10 0.03
O 1.554223 -3.987908 -6.454495 0.22 -0.02 -0.10 -0.05
H 0.861493 -4.520978 -6.844615 -0.15 -0.13 -0.13 0.03
H 1.150283 -3.600278 -5.678085 -0.08 0.15 0.25 0.02
O -4.718737 -1.760648 2.749135 -0.12 -0.03 -0.23 -0.05
H -4.994857 -2.300988 3.489415 -0.11 -0.12 0.17 0.03
H -3.828437 -1.487398 2.970345 0.26 0.18 0.06 0.02
O 2.565263 5.033942 0.316985 -0.18 0.07 -0.15 -0.05
H 2.525733 4.465512 1.086115 -0.06 -0.19 0.23 0.02
H 3.499563 5.195392 0.185645 0.22 0.07 -0.08 0.03
O -1.432487 5.511632 -1.991815 -0.08 0.13 -0.22 -0.05
H -0.535377 5.257672 -1.775225 0.28 -0.04 0.06 0.03
H -1.969357 5.094192 -1.318205 -0.21 -0.10 0.20 0.02
O 1.109773 -3.304428 1.270715 0.30 -0.04 -0.05 -0.05
H 0.456893 -3.927348 0.951415 -0.15 -0.18 -0.07 0.03
H 0.604013 -2.527078 1.507725 -0.13 0.27 0.07 0.03
O 4.052083 -2.679838 -1.868375 0.00 0.19 -0.16 -0.05
H 4.747283 -3.322198 -1.725875 0.19 -0.15 -0.01 0.03
H 3.391893 -2.890228 -1.207985 -0.23 -0.04 0.22 0.02
O -1.552787 -3.251838 -3.241615 0.23 0.16 -0.02 -0.05
H -1.520207 -4.100268 -2.799645 0.04 -0.22 0.11 0.03
H -2.462937 -3.163408 -3.524525 -0.25 0.08 -0.10 0.03
O -0.401387 0.581622 -0.753375 -0.19 0.10 0.22 -0.05
H -0.572807 -0.158848 -1.335215 -0.09 -0.21 -0.21 0.03
H 0.552663 0.657172 -0.735785 0.25 0.08 -0.01 0.03
```
Positions in Å, forces in eV/Å.


Record 3
The following is a DFT calculation (wB97M-V/def2-TZVPD) of a cluster of 11 separate species, H22O11 in total.

The calculation puts the energy above the lowest of the compared OMol25 structures with the same formula, charge and spin at 41.6 kcal per mole. For the total energy, the calculation gives -840.81391 hartree. Its total charge is 0. The calculation puts the HOMO energy at -10.4671 eV. As for the SMILES: O.O.O.O.O.O.O.O.O.O.O. The strongest force on any atom is 3.2 eV Å⁻¹.

```
33
Properties=species:S:1:pos:R:3:forces:R:3:lowdin_charge:R:1
O -0.442331 0.171143 0.301138 -2.99 0.19 1.08 -0.01
H -0.142504 -0.632594 -0.058739 0.14 -1.98 -0.75 -0.04
H 0.309568 0.692054 0.185332 2.00 1.98 0.13 -0.01
O 1.867239 0.487138 -0.963929 -0.46 0.58 -0.94 -0.05
H 1.630093 -0.405884 -0.720894 0.49 -0.79 0.36 0.00
H 1.193186 0.707660 -1.631632 0.59 -0.02 -0.01 0.07
O 3.015423 2.730533 0.265648 -0.82 2.19 0.37 -0.08
H 2.710825 1.974978 -0.220168 -0.12 -0.82 -0.33 -0.04
H 2.370656 3.457404 0.018430 1.39 -1.32 0.49 0.04
O 0.418367 -2.134676 -1.042215 0.71 -1.82 -1.15 -0.08
H 0.694329 -2.519607 -1.934355 -0.44 0.74 1.78 0.13
H 0.441203 -2.897440 -0.414073 0.03 0.80 -0.60 0.11
O -2.045962 -2.765000 1.440228 0.01 -1.54 0.50 -0.06
H -2.696574 -3.375547 1.860911 0.62 1.05 -0.66 0.09
H -2.496290 -1.990776 1.093829 -0.93 0.00 -0.14 -0.01
O -2.174524 -1.894346 -2.050543 -0.11 1.28 -0.17 -0.08
H -1.315458 -2.010968 -1.613491 -0.30 0.07 -0.01 -0.03
H -2.282449 -0.913478 -2.104879 0.10 -1.28 0.08 0.05
O -0.139143 3.280841 -0.299846 -0.85 1.17 0.40 -0.04
H -1.033474 2.947028 -0.388249 -0.18 -0.77 -0.14 0.05
H -0.376633 4.185389 -0.004623 0.81 -0.46 -0.10 0.08
O 2.242454 -1.347201 1.380862 0.46 0.44 -1.62 -0.02
H 2.772890 -0.813423 1.955324 0.53 0.61 0.39 0.05
H 1.806851 -1.942059 1.957504 -0.96 -1.00 1.13 0.00
O -3.336123 -0.459653 0.841446 -2.10 0.85 -0.80 -0.04
H -2.488434 -0.065138 0.760658 1.82 0.73 0.06 -0.02
H -3.887908 0.162000 0.299462 0.45 -1.18 0.76 0.09
O 1.815085 3.289928 -2.291971 -0.22 -0.23 -0.10 -0.06
H 1.030546 3.800740 -2.494507 -0.10 0.33 -0.33 0.03
H 1.472175 2.772697 -1.553502 0.24 0.09 -0.05 -0.04
O -0.136658 -1.530482 2.867787 0.20 0.34 -0.94 -0.09
H -0.869937 -2.017508 2.446240 -0.09 -0.35 0.51 -0.02
H 0.073511 -0.943755 2.112820 0.08 0.13 0.79 0.00
```
Positions in Å, forces in eV/Å.


Record 4
The following is a DFT calculation (wB97M-V/def2-TZVPD) of a cluster of 11 separate species, H22O11 in total.

The calculation puts the energy above the lowest of the compared OMol25 structures with the same formula, charge and spin at 185.0 kcal per mole. For the total energy, the calculation gives -840.58529 hartree. Its total charge is 0. The calculation puts the HOMO energy at -8.4428 eV. As for the SMILES: O.O.O.O.O.O.O.O.O.O.O. The strongest force on any atom is 9.6 eV Å⁻¹.

```
33
Properties=species:S:1:pos:R:3:forces:R:3:lowdin_charge:R:1
H -0.880998 -0.042809 -0.087992 0.15 -0.14 0.61 0.04
H -0.561362 0.759083 1.162946 0.34 -0.30 -0.19 0.05
H -1.945964 -1.858663 -3.790653 -0.03 -0.16 -0.02 0.04
H -0.720362 -1.480133 -2.975388 0.38 -0.07 -0.27 0.00
H -1.006654 -3.459944 1.073069 0.91 -0.26 0.06 0.07
H 0.110492 -2.492750 1.428825 0.30 -0.28 -0.12 0.04
H 1.562227 -1.524424 -4.244194 -0.18 0.01 0.07 0.05
H 1.695031 -2.239936 -2.909860 0.00 0.08 0.09 0.05
H 0.740288 1.041923 -1.040428 0.35 -0.21 0.22 0.06
H 1.172207 2.128343 -0.069256 0.01 0.42 -0.33 0.07
H -1.277355 3.225236 1.320077 -0.09 0.10 -0.30 0.00
H -2.243061 3.730624 0.260814 0.20 0.13 -0.14 0.02
H -1.057635 2.081677 -1.844919 0.15 0.28 0.25 0.01
H -2.448898 2.121956 -1.234341 -0.01 -0.07 -0.17 0.03
H -2.143475 -1.634813 0.136331 -0.78 0.76 -0.33 0.07
H -0.898329 -2.205250 -0.522649 -0.22 -0.16 0.21 0.08
H 1.460939 -1.797492 4.018288 0.10 0.04 -0.05 0.04
H 1.494220 -3.097332 3.231300 0.09 -0.05 -0.12 0.03
H -0.154093 2.919529 3.064629 0.10 0.10 0.22 0.00
H -0.437904 2.905946 4.557716 0.07 0.01 -0.03 0.04
H 3.927069 0.214560 -1.368416 -0.08 -0.08 -0.04 0.04
H 2.950708 0.795160 -0.358632 0.11 -0.24 0.12 0.02
O -0.247373 0.015661 0.635948 -1.50 -2.28 3.26 -0.09
O -1.080081 -2.186866 -3.523221 -0.66 0.09 0.13 -0.07
O -0.103827 -3.220916 0.834828 5.91 -6.73 3.40 -0.10
O 1.437336 -1.395797 -3.297174 0.43 0.10 0.01 -0.06
O 0.407370 1.603724 -0.331532 2.07 4.68 -2.86 -0.10
O -1.893521 3.942581 1.133675 -0.03 -0.19 0.25 -0.04
O -1.890823 2.564678 -1.883602 -0.38 -0.08 0.00 -0.05
O -1.249862 -1.937198 0.333835 -7.36 4.25 -3.94 -0.18
O 1.942803 -2.248441 3.315833 -0.22 -0.01 0.12 -0.06
O 0.259546 2.733741 3.915144 -0.15 -0.06 -0.11 -0.05
O 3.081343 0.038344 -0.941000 0.01 0.29 0.00 -0.05
```
Positions in Å, forces in eV/Å.